--- one ---
Entry from OMol25: C3H2O4S in the gas phase (ωB97M-V/def2-TZVPD).

Summary:
SMILES string: O=C1OCC1=S(=O)=O
Frontier orbital gap (eV): 9.45
HOMO energy (eV): -10.95
Molecular weight (g mol⁻¹): 134.11

ORCA input file:
```
! RIJCOSX wB97M-V def2-TZVPD def2/J DEFGRID3
* xyz 0 1
O 0.47642 2.50404 0.00828
C -0.07640 1.47254 -0.10905
O -1.46477 1.22074 0.07750
C -1.33707 -0.21347 0.02377
C 0.29945 0.06714 -0.45145
S 1.53428 -0.86187 0.00322
O 1.30260 -2.30196 -0.01428
O 2.87002 -0.35483 0.06613
H -2.07957 -0.79574 -0.69813
H -1.52496 -0.73658 1.09400
*
```

Atomic partial charges in e from the Mulliken method, atoms 1 to 2: -0.457, 0.528


--- two ---
Entry from OMol25: C3H2O4S in the gas phase (ωB97M-V/def2-TZVPD).

Summary:
SMILES string: O=C(O)C(=O)C(=O)S
Frontier orbital gap (eV): 8.82
HOMO energy (eV): -10.51
Molecular weight (g mol⁻¹): 134.11

ORCA input file:
```
! RIJCOSX wB97M-V def2-TZVPD def2/J DEFGRID3
* xyz 0 1
O -1.30961 -1.42115 -1.06781
C -1.40975 -0.30280 -0.43297
O -2.57095 0.10138 0.52195
C -0.07898 0.21454 -0.18591
O 0.09303 1.40870 0.09733
C 1.21643 -0.66156 0.18516
O 1.16295 -1.58970 1.04084
S 2.80619 -0.04657 -0.22898
H -2.44797 1.07312 1.14038
H 2.53867 1.22404 -1.06999
*
```

Atomic partial charges in e from the Mulliken method, atoms 1 to 2: -0.432, 0.460


It is one that is the least stable of them.


--- one ---
Entry from OMol25: C3H9OP in the gas phase (ωB97M-V/def2-TZVPD).

Summary:
SMILES string: CC(C)(O)P
Frontier orbital gap (eV): 9.58
HOMO energy (eV): -8.71
Molecular weight (g mol⁻¹): 92.08

ORCA input file:
```
! RIJCOSX wB97M-V def2-TZVPD def2/J DEFGRID3
* xyz 0 1
C -0.58875 0.86586 0.93097
C 0.01524 -0.13738 -0.02783
C -0.48258 0.01099 -1.45020
O -0.22896 -1.42028 0.48695
P 2.09847 0.05806 -0.03840
H -0.24494 0.65257 1.94360
H -1.67769 0.76534 0.91026
H -0.30994 1.88255 0.65065
H 0.14976 -0.53683 -2.14829
H -0.48845 1.05822 -1.73946
H -1.49966 -0.37622 -1.52094
H -0.04612 -2.07785 -0.19390
H 2.31326 -1.29491 0.20464
H 2.17060 0.35454 1.31732
*
```

Atomic partial charges in e from the Mulliken method, atoms 1 to 2: -1.472, 0.801


--- two ---
Entry from OMol25: C3H9OP in the gas phase (ωB97M-V/def2-TZVPD).

Summary:
SMILES string: CC(C)(O)P
Frontier orbital gap (eV): 10.47
HOMO energy (eV): -9.66
Molecular weight (g mol⁻¹): 92.08

ORCA input file:
```
! RIJCOSX wB97M-V def2-TZVPD def2/J DEFGRID3
* xyz 0 1
C 0.29243 0.57207 1.05942
C 0.18157 -0.44451 -0.03072
C -1.19664 -0.78779 -0.51506
O 0.93692 -1.77878 0.57464
P 1.36126 -0.01968 -1.42292
H 1.38017 0.84620 1.08525
H -0.05847 0.12013 2.06561
H -0.50637 1.27050 0.85884
H -1.71130 -1.53613 0.13279
H -1.09509 -1.07877 -1.57454
H -1.73788 0.13605 -0.37455
H 1.03712 -2.44904 -0.14471
H 2.44844 -0.02859 -0.38449
H 1.21039 1.44635 -1.27345
*
```

Atomic partial charges in e from the Mulliken method, atoms 1 to 2: -1.336, 0.840


It is two that is the least stable of them.


--- one ---
Entry from OMol25: 2 unconnected molecules or ions with the total composition C8H7N3S (ωB97M-V/def2-TZVPD).

Summary:
SMILES string: c1ccc2snnc2c1.C=C=N
Frontier orbital gap (eV): 8.84
HOMO energy (eV): -8.93
Molecular weight (g mol⁻¹): 177.23

ORCA input file:
```
! RIJCOSX wB97M-V def2-TZVPD def2/J DEFGRID3
* xyz 0 1
C 1.11017 2.28716 0.75846
C 0.93198 1.81095 2.03296
C 0.96089 0.43175 2.35172
C 0.97531 -0.46028 1.28136
S 0.98894 -2.25306 1.08903
N 1.16680 -2.00838 -0.47882
N 1.29326 -0.87559 -1.00040
C 1.23190 0.09272 -0.08692
C 1.34260 1.45554 -0.32326
H 1.13430 3.40444 0.64134
H 0.67834 2.54513 2.78645
H 0.75002 0.07799 3.31636
H 1.51098 1.73533 -1.36428
C -2.23092 -2.35318 -1.62798
C -2.39484 -1.08498 -1.88058
N -2.57970 0.00104 -2.43498
H -2.97488 -2.99654 -1.47542
H -1.19347 -2.60298 -1.69031
H -2.70169 0.79294 -1.89474
*
```

Atomic partial charges in e from the Mulliken method, atoms 1 to 2: -0.280, -0.351


--- two ---
Entry from OMol25: C8H7N3S in the gas phase (ωB97M-V/def2-TZVPD).

Summary:
SMILES string: CSc1nnnc2ccccc12
Frontier orbital gap (eV): 8.70
HOMO energy (eV): -9.10
Molecular weight (g mol⁻¹): 177.23

ORCA input file:
```
! RIJCOSX wB97M-V def2-TZVPD def2/J DEFGRID3
* xyz 0 1
C 2.14170 1.64088 -2.38981
S 0.75545 1.80107 -1.20649
C 0.59873 0.24926 -0.66934
N 1.17214 -0.72145 -1.26800
N 1.11169 -2.03936 -0.76819
N 0.18512 -2.30397 0.09833
C -0.66104 -1.29646 0.59672
C -1.52745 -1.60287 1.74015
C -2.02737 -0.56583 2.57667
C -1.83586 0.80046 2.16643
C -1.14113 1.07311 0.97214
C -0.48953 -0.01744 0.27070
H 2.44312 2.58197 -2.95556
H 3.11021 1.22397 -1.99167
H 1.90499 0.83427 -3.06876
H -1.71338 -2.58841 2.11311
H -2.29162 -0.80145 3.59466
H -2.14950 1.61527 2.86646
H -1.02190 2.08408 0.72865
*
```

Atomic partial charges in e from the Mulliken method, atoms 1 to 2: -0.862, -0.087


It is one that is the least stable of them.


--- one ---
Entry from OMol25: a molecular structure, C5H11N2O2S (ωB97M-V/def2-TZVPD).

Summary:
Frontier orbital gap (eV): 8.13
HOMO energy (eV): -13.12
Molecular weight (g mol⁻¹): 163.22

ORCA input file:
```
! RIJCOSX wB97M-V def2-TZVPD def2/J DEFGRID3
* xyz 1 1
C 0.07261 0.90419 -0.93396
C 1.80712 -2.50901 -0.56766
C -0.95420 -0.59402 0.79552
C 0.30920 2.99876 0.11237
C -1.18968 0.42207 -0.27209
N 0.29600 -0.96549 0.99516
N -2.06816 -0.97927 1.45532
O 0.60522 0.12543 -1.72175
O 0.74436 1.96048 -0.71785
S 2.46664 -1.12158 -1.25783
H 1.88181 -2.80691 0.49091
H 1.07058 -3.14918 -1.06204
H -0.70252 3.12755 -0.04037
H 0.87327 3.88395 -0.04795
H 0.51695 2.47768 1.05908
H -1.64976 1.31781 0.18493
H -1.73470 -0.07426 -1.15905
H 0.41487 -1.57365 1.84229
H -2.83210 -0.39280 1.13054
H -2.26049 -1.60424 2.21299
H 2.33298 -1.44749 -2.49854
*
```

Atomic partial charges in e from the Mulliken method, atoms 1 to 2: 0.698, -0.220


--- two ---
Entry from OMol25: a gas-phase ion, C5H11N2O2S (charge +1) (ωB97M-V/def2-TZVPD).

Summary:
SMILES string: COC(=O)CC(=[NH2+])CSN
Frontier orbital gap (eV): 8.55
HOMO energy (eV): -13.03
Molecular weight (g mol⁻¹): 163.22

ORCA input file:
```
! RIJCOSX wB97M-V def2-TZVPD def2/J DEFGRID3
* xyz 1 1
C 4.09606 0.93241 -0.21503
O 2.68338 1.08360 0.23054
C 1.88663 0.04387 -0.05886
O 2.17737 -0.82132 -0.85117
C 0.43240 0.29614 0.44547
C -0.48021 -0.77982 0.09239
N -0.23551 -1.80300 -0.70611
C -1.85506 -0.49363 0.52878
S -2.84130 0.30557 -0.79200
N -3.96748 1.20412 0.23496
H 4.12480 1.08841 -1.38186
H 4.45604 -0.11348 0.06448
H 4.71980 1.71120 0.23484
H 0.30604 0.43287 1.48655
H 0.03171 1.16132 -0.00193
H -0.96636 -2.56060 -0.82635
H 0.82991 -1.73424 -0.91704
H -2.42828 -1.36467 0.94454
H -1.97759 0.24656 1.28964
H -4.96587 1.06333 0.15189
H -3.80818 2.22447 0.26810
*
```

Atomic partial charges in e from the Mulliken method, atoms 1 to 2: -0.578, -0.299


It is one that is the least stable of them.